[1]
ORCA calculation (the ωB97M-V functional and the def2-TZVPD basis) on a molecular structure, C39H27F16IN3P2V.

Geometry as XYZ:
```
89
Properties=species:S:1:pos:R:3:forces:R:3:lowdin_charge:R:1
V -0.056 1.149 0.194 1.1929 -0.1101 0.9772 0.909
C 0.009 -0.709 -2.306 -0.0116 -0.1063 -0.0453 -0.078
N 0.199 0.668 -1.827 0.2590 -0.2740 -0.6948 -0.300
C -0.817 1.549 -2.450 -0.3814 0.0455 0.0890 -0.145
C -2.139 1.292 -1.745 0.0287 -0.1146 -0.2003 -0.177
N -1.842 1.068 -0.332 -1.2877 -0.3294 -0.3928 -0.137
C -2.903 0.754 0.496 -0.7457 -0.0064 0.3701 -0.179
C -2.697 0.728 1.881 0.0486 0.0689 -0.1936 -0.171
F -1.440 1.004 2.314 -0.0995 -0.1250 -0.2221 0.033
C -3.654 0.430 2.825 0.0198 -0.0334 0.0350 -0.142
F -3.333 0.426 4.113 -0.0013 0.0135 0.0489 0.144
C -4.940 0.121 2.417 0.1575 0.0504 -0.1427 -0.141
F -5.881 -0.179 3.300 -0.0765 -0.0333 0.0657 0.146
C -5.203 0.114 1.060 0.0214 -0.0160 0.0921 -0.141
F -6.414 -0.214 0.629 -0.0798 0.0113 -0.0143 0.142
C -4.221 0.417 0.129 0.2277 0.0310 0.0367 -0.125
F -4.607 0.340 -1.155 0.0451 0.0572 -0.0680 0.092
C 1.549 1.132 -2.183 0.1982 0.2454 0.0652 -0.143
C 1.851 2.438 -1.439 0.0653 0.0707 -0.1177 -0.165
N 0.853 2.644 -0.392 0.5713 0.8132 -0.1123 -0.137
C 0.904 3.851 0.294 0.0137 0.8206 0.3758 -0.156
C 2.038 4.659 0.477 -0.2406 -0.1911 -0.0541 -0.139
F 3.222 4.331 -0.056 0.0660 -0.0484 -0.0187 0.099
C 2.014 5.816 1.238 -0.0495 0.0146 -0.0253 -0.137
F 3.133 6.519 1.377 0.0520 0.0674 0.0150 0.140
C 0.854 6.239 1.857 0.0312 -0.1336 -0.0641 -0.136
F 0.838 7.346 2.587 -0.0105 0.0663 0.0325 0.145
C -0.289 5.476 1.701 0.0548 0.0283 -0.0164 -0.138
F -1.430 5.851 2.272 -0.0562 0.0064 0.0464 0.139
C -0.245 4.328 0.942 0.2687 -0.0538 -0.2535 -0.152
F -1.374 3.609 0.829 -0.1897 -0.0728 0.0538 0.097
H 0.078 -0.750 -3.397 0.0186 0.0461 0.0057 0.109
H -0.967 -1.082 -2.003 -0.0005 0.0174 0.0013 0.066
H 0.780 -1.355 -1.887 -0.0054 0.0214 0.0517 0.065
H -0.894 1.352 -3.523 0.0594 -0.0156 -0.0015 0.140
H -0.524 2.581 -2.293 0.1157 -0.0163 -0.0681 0.124
H -2.633 0.431 -2.193 -0.0546 -0.0213 -0.0086 0.112
H -2.799 2.154 -1.875 -0.0211 -0.0312 -0.0223 0.141
H 1.628 1.273 -3.266 0.0095 -0.0840 -0.0067 0.137
H 2.266 0.366 -1.886 -0.0935 -0.0780 0.0137 0.116
H 1.859 3.293 -2.121 -0.0053 -0.0255 -0.0115 0.134
H 2.846 2.357 -1.005 0.0461 0.0427 -0.0637 0.118
I -0.536 -2.067 0.959 0.1178 -0.8374 0.2069 1.316
C -0.379 -4.016 0.088 -0.2903 0.4452 -0.0704 -0.519
C -1.426 -4.373 -0.713 0.0021 0.2357 0.0607 -0.142
C -1.514 -5.678 -1.226 -0.0182 -0.1984 -0.0775 -0.053
C -0.562 -6.597 -0.906 -0.0702 0.0403 -0.0389 -0.009
C 0.541 -6.245 -0.094 -0.0296 0.1731 0.0575 -0.145
C 1.520 -7.211 0.225 0.0805 -0.0213 0.0321 -0.001
C 2.587 -6.902 1.017 0.0105 -0.0828 -0.0339 -0.037
C 2.739 -5.590 1.486 -0.1018 0.1152 -0.0133 -0.055
C 1.817 -4.614 1.186 -0.0103 0.1650 0.0776 -0.301
P 2.278 -2.943 1.748 0.4268 -0.6898 0.1124 1.104
C 2.528 -3.097 3.527 0.0648 0.3009 -0.2390 -0.353
C 3.765 -3.386 4.100 -0.0507 -0.0327 -0.0030 -0.086
C 3.869 -3.485 5.478 0.1498 -0.0296 -0.0529 -0.054
C 2.757 -3.290 6.283 -0.0553 0.0158 0.0214 -0.048
C 1.522 -3.021 5.711 0.0061 -0.0182 -0.0194 -0.047
C 1.406 -2.919 4.336 -0.0292 0.0670 -0.0490 -0.093
C 3.708 -2.569 0.714 -0.2851 0.2968 0.3094 -0.336
C 4.929 -2.063 1.160 -0.0701 0.1699 0.0295 -0.068
C 5.887 -1.677 0.237 0.0442 0.0288 -0.0312 -0.047
C 5.625 -1.752 -1.124 0.0207 0.0044 0.0562 -0.050
C 4.412 -2.259 -1.573 -0.0190 0.0107 -0.0727 -0.065
C 3.457 -2.664 -0.660 -0.0695 -0.1353 -0.0145 -0.095
C 0.668 -4.915 0.415 0.0237 -0.1068 -0.0367 -0.206
H -2.210 -3.662 -0.943 0.0006 -0.0046 0.0376 0.097
H -2.354 -5.945 -1.852 0.0037 0.0021 0.0023 0.118
H -0.637 -7.616 -1.263 0.0151 0.0061 -0.0200 0.125
H 1.410 -8.210 -0.179 -0.0397 -0.0063 0.0241 0.126
H 3.325 -7.650 1.271 -0.0049 -0.0039 -0.0173 0.119
H 3.606 -5.343 2.086 0.0220 -0.0197 -0.0053 0.110
H 4.636 -3.560 3.485 0.0489 0.0275 -0.0040 0.097
H 4.832 -3.714 5.916 -0.0291 0.0124 0.0434 0.115
H 2.854 -3.341 7.359 0.0021 -0.0384 -0.0056 0.116
H 0.649 -2.876 6.333 0.0146 0.0148 0.0100 0.117
H 0.450 -2.675 3.892 -0.0169 0.0080 0.0285 0.072
H 5.135 -1.933 2.210 -0.0748 0.0353 0.0928 0.099
H 6.835 -1.292 0.586 -0.0116 0.0128 -0.0018 0.118
H 6.363 -1.403 -1.834 0.0205 -0.0663 -0.0049 0.115
H 4.219 -2.334 -2.635 -0.0391 -0.0088 0.0203 0.113
H 2.508 -3.068 -1.000 0.0464 0.0177 -0.0762 0.100
F 1.793 0.355 0.932 -0.5386 0.0240 0.0218 -0.281
P 1.996 0.985 2.556 0.6789 -0.1814 0.6635 0.217
F 2.147 1.531 4.018 -0.0630 0.1111 0.0255 -0.066
F 0.882 -0.108 2.987 0.0010 -0.0105 -0.0672 -0.202
F 0.775 2.020 2.246 -0.0995 -0.2719 -0.2951 -0.146
F 3.028 2.012 1.926 -0.0671 -0.0791 0.0471 -0.081
F 3.134 -0.114 2.773 0.1218 -0.1159 -0.2882 -0.117
```
Positions in Å, forces in eV/Å.

Values from the calculation:
- electronic energy (eV) = -141195.5940
- highest occupied orbital energy (alpha / beta) (eV) = -10.0 / -10.3
- LUMO level (alpha / beta) (eV) = -3.18 / -5.50
- spin multiplicity = 4
- charge = +1
- <S²> = 3.780



[2]
ORCA calculation (the ωB97M-V functional and the def2-TZVPD basis) on a molecular structure, C39H28AsCl3NO4OsS.

Geometry as XYZ:
```
78
Properties=species:S:1:pos:R:3:forces:R:3:lowdin_charge:R:1
Os 0.026 0.282 0.170 -0.3425 -0.1516 0.2464 1.384
S 2.304 0.324 -0.116 0.1284 0.2129 -0.0440 0.696
C 2.907 1.981 -0.260 0.0620 -0.0853 -0.1212 -0.645
C 4.288 2.159 -0.301 0.0275 -0.0178 0.0109 -0.098
C 4.811 3.437 -0.409 -0.0129 0.0030 -0.0030 -0.052
C 3.976 4.546 -0.475 -0.0019 -0.0102 -0.0029 -0.058
C 2.601 4.376 -0.435 0.0447 0.0413 0.0063 -0.073
C 2.077 3.096 -0.317 -0.0137 -0.1020 -0.1675 -0.414
As 0.216 2.727 -0.225 0.2904 0.5152 1.2214 1.277
C -0.680 4.386 -0.598 -0.1964 -0.2941 -0.6453 -0.369
C -0.905 5.289 0.432 -0.0057 0.0964 -0.0232 -0.088
C -1.443 6.531 0.122 -0.0023 0.0133 -0.0009 -0.054
C -1.752 6.857 -1.192 0.0119 -0.0161 0.0208 -0.057
C -1.519 5.947 -2.214 0.0007 0.0025 0.0007 -0.063
C -0.980 4.704 -1.919 -0.0318 0.0395 0.0086 -0.098
C -0.159 2.577 1.686 -0.0138 0.0803 -0.1000 -0.445
C 0.831 2.619 2.669 -0.0556 -0.0321 -0.0196 -0.078
C 0.461 2.582 4.003 0.0717 0.0019 -0.1499 -0.067
C -0.884 2.508 4.353 -0.0573 0.0282 -0.0316 -0.054
C -1.871 2.461 3.374 0.0712 0.0238 -0.0017 -0.048
C -1.512 2.484 2.040 0.0295 -0.0083 0.0536 -0.131
H 4.941 1.298 -0.255 0.0051 0.0236 0.0068 0.111
H 5.885 3.567 -0.449 -0.0020 0.0015 0.0059 0.116
H 4.393 5.540 -0.558 0.0079 -0.0062 -0.0053 0.113
H 1.943 5.233 -0.492 -0.0183 -0.0010 0.0047 0.108
H -0.663 5.046 1.457 -0.0081 -0.0216 0.0064 0.108
H -1.617 7.245 0.915 -0.0084 0.0014 -0.0065 0.115
H -2.175 7.826 -1.420 0.0073 -0.0019 0.0046 0.114
H -1.755 6.202 -3.238 -0.0100 0.0007 0.0099 0.114
H -0.796 3.994 -2.716 -0.0010 -0.0118 -0.0008 0.108
H 1.876 2.673 2.391 0.0082 0.0036 0.0025 0.115
H 1.220 2.603 4.772 -0.0580 -0.0034 -0.1425 0.051
H -1.170 2.478 5.397 0.0222 -0.0487 -0.0026 0.086
H -2.912 2.385 3.656 0.0033 -0.0026 0.0064 0.117
H -2.274 2.430 1.271 -0.0133 0.0108 -0.0072 0.109
Cl -5.767 -4.106 -0.129 0.0324 0.0314 0.0067 0.706
C -4.586 -2.845 -0.205 -0.1356 0.0826 -0.0181 -0.655
C -5.009 -1.504 -0.262 -0.0258 -0.0723 -0.0064 -0.047
C -4.103 -0.479 -0.331 -0.0594 0.0682 0.0169 0.021
C -2.724 -0.735 -0.317 -0.0047 0.1724 0.0618 -0.322
O -1.902 0.291 -0.401 0.1735 -0.1466 -0.1037 -0.267
C -2.300 -2.085 -0.268 -0.1133 -0.0847 0.0188 -0.135
C -0.947 -2.477 -0.286 0.4200 0.1506 -0.0267 -0.108
O 0.077 -1.745 -0.190 -0.3661 -0.3436 -0.1310 -0.175
C -3.257 -3.132 -0.225 0.1108 0.0279 -0.0317 -0.034
H -6.070 -1.290 -0.253 0.0154 -0.0057 -0.0042 0.120
H -4.427 0.552 -0.378 -0.0191 -0.0141 -0.0080 0.129
H -0.736 -3.540 -0.416 0.0122 -0.0402 0.0581 0.155
H -2.919 -4.160 -0.194 0.0068 0.0094 -0.0106 0.125
Cl 2.393 -2.717 7.696 0.0082 0.0146 -0.0023 0.725
C 2.450 -1.064 8.238 -0.0806 -0.0211 0.1420 -0.569
C 3.302 -0.745 9.274 0.0441 0.0130 0.0150 -0.102
C 3.363 0.563 9.730 0.0329 -0.0711 0.0281 -0.074
C 2.596 1.533 9.117 -0.0956 0.0673 -0.0313 -0.109
C 1.756 1.202 8.063 0.1765 0.0047 0.0043 -0.559
Cl 0.980 2.523 7.244 -0.1167 -0.1179 0.2230 0.786
C 1.625 -0.115 7.612 -0.1564 -0.1417 -0.0385 -0.284
N 0.830 -0.531 6.544 -0.0398 0.5016 -0.3195 0.069
C -0.538 -0.302 6.308 0.1808 -0.2876 0.3666 -0.206
C -1.350 0.277 7.285 0.0191 0.0419 -0.0377 -0.051
C -2.705 0.451 7.068 0.0660 0.0570 0.0853 -0.078
C -3.283 0.022 5.884 -0.0995 0.0160 -0.0177 -0.090
C -2.490 -0.597 4.936 0.1313 -0.0680 -0.1160 -0.048
C -1.120 -0.769 5.123 -0.0628 -0.0272 -0.0573 -0.150
C -0.324 -1.503 4.060 -0.0916 0.0452 -0.0199 -0.018
C -0.282 -0.775 2.737 -0.0407 0.0260 -0.0384 -0.619
O -1.332 -0.544 2.096 -0.0469 -0.0974 -0.1641 -0.042
O 0.837 -0.447 2.244 0.0820 -0.0368 -0.1698 -0.129
H 3.904 -1.522 9.724 -0.0021 -0.0012 -0.0089 0.109
H 4.021 0.825 10.547 -0.0055 -0.0031 -0.0023 0.112
H 2.658 2.567 9.427 -0.0100 -0.0103 0.0006 0.106
H 1.201 -1.341 6.084 0.0235 -0.1320 0.0273 0.065
H -0.916 0.560 8.232 0.0389 0.0623 0.0508 0.105
H -3.317 0.896 7.843 0.0269 0.0078 0.0039 0.109
H -4.347 0.135 5.719 0.0183 0.0032 -0.0099 0.105
H -2.931 -0.958 4.014 0.0071 -0.0061 0.0238 0.115
H -0.803 -2.463 3.848 -0.0116 0.0120 0.0766 0.142
H 0.703 -1.712 4.341 0.0181 0.0283 0.0235 0.111
```
Positions in Å, forces in eV/Å.

Values from the calculation:
- electronic energy (eV) = -162278.9715
- highest occupied orbital energy (alpha / beta) (eV) = -9.8 / -9.8
- LUMO level (alpha / beta) (eV) = -3.88 / -5.33
- spin multiplicity = 5
- charge = +1
- <S²> = 6.030